Record 1
{
  "formula": "C24H27O8P",
  "method": "ωB97M-V/def2-TZVPD",
  "charge": 0,
  "smiles": "COCCCCC1=C(P(C)C)C(=O)C(OC(=O)c2ccccc2)=C(CC(=O)OC(C)=O)C1=O",
  "largest_force_ev_per_a": 1.88,
  "lumo_ha": -0.0608,
  "gap_ha": 0.2499,
  "species": ["C", "O", "C", "C", "C", "C", "C", "C", "P", "C", "C", "C", "O", "C", "O", "C", "O", "C", "C", "C", "C", "C", "C", "C", "C", "C", "O", "O", "C", "C", "O", "C", "O", "H", "H", "H", "H", "H", "H", "H", "H", "H", "H", "H", "H", "H", "H", "H", "H", "H", "H", "H", "H", "H", "H", "H", "H", "H", "H", "H"],
  "coordinates": [[-2.237, -1.928, 3.014], [-3.392, -1.393, 2.403], [-3.097, -0.812, 1.128], [-3.515, -1.733, -0.016], [-3.486, -0.981, -1.396], [-2.153, -1.318, -2.137], [-0.971, -0.723, -1.403], [-0.045, -1.417, -0.711], [-0.121, -3.253, -0.654], [1.307, -3.976, 0.280], [0.070, -3.907, -2.403], [1.006, -0.608, -0.009], [1.647, -1.027, 0.937], [1.287, 0.814, -0.428], [2.487, 1.397, -0.051], [2.446, 1.990, 1.206], [3.453, 2.508, 1.608], [1.219, 1.975, 2.092], [0.214, 2.914, 1.967], [-0.871, 2.917, 2.801], [-1.020, 1.968, 3.790], [-0.018, 1.027, 3.909], [1.077, 1.035, 3.086], [0.393, 1.510, -1.122], [0.626, 2.953, -1.527], [1.508, 3.105, -2.777], [1.289, 3.977, -3.563], [2.505, 2.141, -2.921], [3.793, 2.644, -2.732], [4.837, 1.681, -2.198], [4.098, 3.772, -3.003], [-0.879, 0.786, -1.489], [-1.803, 1.465, -1.889], [-1.404, -1.216, 3.073], [-1.941, -2.883, 2.551], [-2.522, -2.173, 4.047], [-3.605, 0.160, 1.075], [-2.016, -0.612, 1.127], [-2.827, -2.581, -0.100], [-4.529, -2.121, 0.124], [-4.346, -1.243, -2.017], [-3.561, 0.085, -1.163], [-2.122, -2.405, -2.224], [-2.154, -0.922, -3.163], [0.933, -4.501, 1.162], [1.740, -4.760, -0.359], [2.118, -3.283, 0.509], [1.075, -4.293, -2.590], [-0.689, -4.688, -2.501], [-0.202, -3.114, -3.106], [0.263, 3.697, 1.217], [-1.651, 3.665, 2.695], [-1.863, 1.946, 4.472], [-0.146, 0.276, 4.685], [1.824, 0.267, 3.265], [1.050, 3.479, -0.666], [-0.358, 3.392, -1.713], [4.505, 1.158, -1.297], [5.047, 0.912, -2.952], [5.729, 2.251, -1.944]],
  "mulliken_charge": [-0.310, -0.442, 0.288, -0.474, -0.804, -1.935, -0.720, 1.735, 0.518, -1.151, -1.321, 0.602, -0.651, 0.578, -0.632, -0.256, -0.556, 0.601, 0.088, -0.864, -0.446, -0.718, -0.125, 0.575, -1.266, 0.329, -0.513, -0.240, 0.711, -0.887, -0.504, 0.790, -0.654, -0.021, 0.248, 0.302, 0.298, -0.300, 0.049, 0.414, 0.420, 0.442, 0.426, 0.492, 0.305, 0.416, 0.349, 0.433, 0.353, 0.392, 0.470, 0.408, 0.422, 0.444, 0.452, 0.180, 0.437, 0.217, 0.291, 0.312]
}

***

Record 2
{
  "formula": "C20H43N2OsP3S",
  "method": "ωB97M-V/def2-TZVPD",
  "charge": 4,
  "multiplicity": 5,
  "largest_force_ev_per_a": 5.29,
  "lumo_ha": [-0.4880, -0.5546],
  "de_lowest_kj_mol": 455.8,
  "gap_ha": [0.2226, 0.1749],
  "species": ["Os", "P", "P", "P", "H", "C", "C", "H", "C", "C", "C", "C", "C", "C", "C", "C", "C", "H", "H", "H", "H", "H", "H", "H", "H", "H", "H", "H", "H", "H", "H", "H", "H", "H", "H", "H", "H", "H", "H", "H", "H", "H", "H", "H", "H", "H", "C", "C", "C", "C", "C", "C", "S", "H", "H", "H", "H", "H", "H", "C", "N", "C", "C", "N", "H", "H", "H", "H", "H", "H"],
  "coordinates": [[-0.469, -0.446, -0.277], [-2.038, 0.572, -1.509], [-1.858, -1.792, 0.964], [0.244, -1.956, -1.628], [6.112, 1.129, -1.640], [5.343, 0.673, -2.337], [4.171, 1.301, -2.632], [4.020, 2.240, -2.096], [-2.632, 2.268, -1.059], [-3.743, -0.233, -1.761], [-1.537, 0.898, -3.265], [-0.905, -2.607, 2.316], [-3.346, -1.193, 1.899], [-2.642, -3.295, 0.238], [1.554, -1.114, -2.512], [-0.873, -2.752, -2.777], [1.080, -3.302, -0.711], [5.781, -0.265, -2.791], [3.642, 1.051, -3.559], [-1.812, 2.892, -0.662], [-3.463, 2.196, -0.336], [-2.996, 2.702, -2.004], [-4.256, -0.425, -0.797], [-3.634, -1.186, -2.315], [-4.380, 0.460, -2.353], [-0.508, 1.275, -3.351], [-2.217, 1.679, -3.623], [-1.638, 0.006, -3.903], [-1.604, -3.302, 2.804], [-0.544, -1.852, 3.030], [-0.048, -3.157, 1.898], [-3.906, -2.105, 2.155], [-3.984, -0.554, 1.271], [-3.088, -0.676, 2.839], [-3.242, -3.807, 1.001], [-1.906, -4.010, -0.139], [-3.315, -3.005, -0.570], [2.088, -1.933, -3.002], [2.216, -0.583, -1.810], [1.108, -0.427, -3.242], [-0.324, -3.589, -3.213], [-1.163, -2.060, -3.568], [-1.769, -3.147, -2.289], [1.524, -3.934, -1.500], [0.355, -3.874, -0.104], [1.873, -2.858, -0.080], [3.048, 1.926, 1.504], [2.854, 0.530, 1.471], [3.855, -0.443, 1.292], [5.100, -0.012, 0.842], [5.264, 1.367, 0.613], [4.210, 2.261, 0.750], [1.765, 3.005, 2.157], [1.674, 4.040, 1.334], [1.850, 0.166, 1.479], [3.674, -1.510, 1.443], [5.897, -0.705, 0.581], [6.280, 1.687, 0.366], [4.175, 3.132, 0.101], [-2.554, 2.022, 4.179], [-1.778, 2.343, 2.975], [-1.487, 3.769, 2.799], [-1.403, 1.441, 2.136], [-1.040, 0.763, 1.239], [-2.809, 3.026, 4.512], [-1.955, 1.483, 4.932], [-3.494, 1.496, 3.928], [-0.411, 3.986, 2.829], [-1.980, 4.143, 1.885], [-2.006, 4.184, 3.658]],
  "lowdin_spin": [1.997, 0.127, 0.091, 0.126, 0.006, 0.050, 0.063, 0.001, 0.038, -0.002, 0.059, 0.049, 0.003, 0.020, 0.057, 0.023, 0.047, 0.002, 0.003, 0.001, 0.002, 0.003, 0.000, 0.000, 0.000, 0.003, 0.008, 0.000, 0.008, 0.000, 0.002, 0.000, 0.000, 0.001, 0.003, 0.000, 0.000, 0.008, 0.004, 0.001, 0.002, 0.000, 0.000, 0.005, 0.000, 0.001, 0.023, 0.237, 0.049, 0.090, 0.295, 0.141, 0.006, 0.000, 0.022, 0.002, 0.000, 0.010, 0.008, 0.012, 0.089, 0.012, 0.078, 0.098, 0.000, 0.004, 0.003, 0.003, 0.003, 0.000]
}

***

Record 3
{
  "formula": "C5H4O3",
  "method": "ωB97M-V/def2-TZVPD",
  "charge": 0,
  "smiles": "O=C1C=C/C(=C\\O)O1",
  "largest_force_ev_per_a": 6.01,
  "lumo_ha": -0.0025,
  "de_lowest_kj_mol": 310.5,
  "gap_ha": 0.3199,
  "species": ["O", "C", "C", "C", "C", "C", "O", "O", "H", "H", "H", "H"],
  "coordinates": [[3.054, -0.723, -0.080], [1.942, -0.276, 0.024], [1.486, 1.076, -0.103], [0.213, 0.949, 0.213], [-0.286, -0.401, 0.350], [-1.504, -0.797, -0.059], [-2.599, 0.093, -0.050], [0.798, -1.300, 0.236], [2.328, 1.893, -0.352], [-0.286, 1.953, 0.570], [-1.758, -1.903, -0.514], [-3.389, -0.565, -0.234]],
  "mulliken_charge": [-0.533, 0.624, -0.457, -0.048, 0.148, -0.076, -0.453, -0.367, 0.294, 0.269, 0.236, 0.363]
}

***

Record 4
{
  "formula": "C3H4O2",
  "method": "ωB97M-V/def2-TZVPD",
  "charge": 0,
  "smiles": "O[C@H]1[C@H]2O[C@@H]12",
  "largest_force_ev_per_a": 5.45,
  "lumo_ha": 0.0364,
  "de_lowest_kj_mol": 448.9,
  "gap_ha": 0.3826,
  "species": ["O", "C", "C", "O", "C", "H", "H", "H", "H"],
  "coordinates": [[1.630, -0.619, 0.008], [0.677, 0.333, -0.096], [-0.687, -0.006, -0.601], [-0.984, -1.071, 0.171], [-0.539, 0.481, 0.802], [1.322, -1.508, 0.356], [1.156, 1.091, -0.785], [-1.337, 0.445, -1.307], [-1.237, 0.855, 1.450]],
  "mulliken_charge": [-0.529, 0.001, -0.182, -0.477, -0.287, 0.336, 0.273, 0.368, 0.498]
}

***

Record 5
{
  "formula": "C3H8N2O2",
  "method": "ωB97M-V/def2-TZVPD",
  "charge": 0,
  "smiles": "[H]/N=C(\\N)O.CC=O",
  "largest_force_ev_per_a": 1.05,
  "lumo_ha": 0.0350,
  "de_lowest_kj_mol": 131.4,
  "gap_ha": 0.3765,
  "species": ["H", "N", "C", "N", "O", "H", "H", "H", "C", "C", "O", "H", "H", "H", "H"],
  "coordinates": [[1.622, -0.989, -0.894], [0.906, -0.501, -0.364], [1.166, 0.746, -0.241], [2.293, 1.385, -0.714], [0.344, 1.621, 0.336], [2.495, 2.256, -0.248], [3.090, 0.782, -0.845], [-0.448, 1.183, 0.746], [-1.614, -1.054, -0.332], [-1.499, -0.746, 1.099], [-1.535, 0.371, 1.587], [-1.142, -1.988, -0.639], [-1.398, -0.239, -1.023], [-2.704, -1.197, -0.218], [-1.576, -1.631, 1.751]],
  "mulliken_charge": [0.137, -0.595, 0.645, -0.490, -0.541, 0.242, 0.231, 0.402, -0.935, 0.193, -0.575, 0.276, 0.346, 0.330, 0.334]
}

***

Record 6
{
  "formula": "C7H7N3O2S",
  "method": "ωB97M-V/def2-TZVPD",
  "charge": 0,
  "largest_force_ev_per_a": 4.13,
  "lumo_ha": [-0.0172, -0.0172],
  "de_lowest_kj_mol": 240.0,
  "gap_ha": [0.2892, 0.2894],
  "species": ["C", "C", "C", "C", "C", "C", "C", "N", "N", "N", "O", "O", "S", "H", "H", "H", "H", "H", "H", "H"],
  "coordinates": [[-0.095, -0.639, 0.221], [-2.073, 0.216, 0.329], [1.165, -0.054, -1.731], [2.286, -2.218, -1.015], [1.588, -1.155, 3.011], [-3.443, 0.328, 0.882], [2.084, 1.178, -1.462], [-1.180, -0.541, 0.931], [0.082, -0.029, -0.833], [1.862, -1.224, -1.424], [1.329, -2.165, 3.501], [1.942, -0.177, 2.473], [-1.688, 0.936, -1.136], [0.706, -0.121, -2.754], [-4.159, 0.161, 0.023], [-3.698, -0.308, 1.632], [-3.626, 1.356, 1.337], [2.778, 1.476, -2.214], [1.508, 2.006, -1.217], [2.631, 0.973, -0.555]],
  "mulliken_charge": [0.078, 0.646, 0.228, -0.197, 0.781, -1.096, -1.254, -0.509, 0.017, 0.004, -0.367, -0.408, -0.207, 0.305, 0.285, 0.356, 0.260, 0.365, 0.371, 0.343]
}

***

Record 7
{
  "formula": "C27H68F30N5O4P5",
  "method": "ωB97M-V/def2-TZVPD",
  "charge": 0,
  "largest_force_ev_per_a": 6.54,
  "lumo_ha": -0.0765,
  "gap_ha": 0.2386,
  "species": ["C", "C", "O", "N", "H", "H", "C", "H", "H", "H", "H", "H", "H", "C", "C", "O", "N", "H", "H", "C", "H", "H", "H", "H", "H", "H", "C", "N", "C", "C", "C", "C", "O", "H", "H", "H", "H", "H", "H", "H", "H", "H", "H", "H", "H", "H", "H", "C", "N", "C", "C", "C", "C", "O", "H", "H", "H", "H", "H", "H", "H", "H", "H", "H", "H", "H", "H", "H", "C", "C", "C", "C", "N", "C", "C", "C", "C", "C", "C", "C", "H", "H", "H", "H", "H", "H", "H", "H", "H", "H", "H", "H", "H", "H", "H", "H", "H", "H", "H", "H", "H", "H", "H", "H", "P", "F", "F", "F", "F", "F", "F", "P", "F", "F", "F", "F", "F", "F", "P", "F", "F", "F", "F", "F", "F", "P", "F", "F", "F", "F", "F", "F", "P", "F", "F", "F", "F", "F", "F"],
  "coordinates": [[3.612, 0.298, -3.244], [3.332, -1.162, -2.906], [3.631, -1.644, -1.769], [2.347, -1.856, -3.861], [1.559, -1.273, -4.101], [2.817, -2.057, -4.733], [1.722, -3.177, -3.377], [3.767, 0.585, -4.284], [4.508, 0.547, -2.675], [2.745, 0.869, -2.913], [1.039, -2.899, -2.575], [2.423, -3.989, -3.181], [1.076, -3.547, -4.173], [-5.707, -7.732, -1.581], [-6.402, -8.588, -2.608], [-5.960, -9.156, -3.611], [-7.899, -8.938, -2.227], [-7.790, -9.730, -1.610], [-8.357, -8.180, -1.741], [-8.729, -9.339, -3.484], [-6.404, -7.017, -1.145], [-4.842, -7.247, -2.033], [-5.370, -8.362, -0.758], [-8.755, -8.391, -4.021], [-9.728, -9.601, -3.135], [-8.290, -10.120, -4.105], [4.012, 7.869, 0.523], [2.698, 8.383, -0.137], [2.922, 9.845, -0.516], [2.355, 7.507, -1.325], [1.536, 8.382, 0.914], [0.319, 9.334, 0.634], [-0.049, 9.221, -0.651], [4.866, 7.976, -0.146], [3.837, 6.806, 0.688], [4.190, 8.453, 1.425], [1.985, 10.243, -0.907], [3.698, 9.918, -1.277], [3.105, 10.460, 0.365], [1.867, 8.160, -2.048], [1.751, 6.682, -0.946], [3.288, 7.111, -1.727], [1.916, 8.794, 1.849], [1.141, 7.400, 1.175], [0.522, 10.343, 0.993], [-0.578, 8.981, 1.143], [-0.526, 10.012, -0.915], [6.940, -2.521, 4.708], [6.707, -4.096, 4.764], [7.236, -4.590, 6.204], [5.194, -4.428, 4.848], [7.371, -4.818, 3.603], [7.240, -6.409, 3.574], [8.181, -7.025, 4.446], [7.925, -2.374, 4.266], [6.720, -2.071, 5.675], [6.203, -2.191, 3.975], [6.854, -3.976, 7.020], [8.321, -4.495, 6.168], [6.890, -5.622, 6.254], [4.850, -3.997, 3.908], [4.696, -3.858, 5.632], [4.963, -5.489, 4.937], [8.422, -4.532, 3.604], [6.833, -4.277, 2.825], [7.612, -6.753, 2.609], [6.234, -6.765, 3.795], [7.947, -7.919, 4.705], [-3.736, -0.722, 2.643], [-4.853, 0.177, 3.187], [-4.605, 1.725, 3.192], [-5.688, 2.451, 3.959], [-5.535, 4.026, 4.064], [-4.219, 4.397, 4.792], [-4.385, 5.884, 5.411], [-5.877, 5.951, 5.738], [-6.609, 4.833, 5.062], [-5.653, 4.808, 2.691], [-7.094, 4.870, 1.985], [-7.091, 5.945, 0.893], [-2.916, -0.660, 3.358], [-3.443, -0.629, 1.597], [-3.971, -1.784, 2.720], [-5.122, -0.045, 4.219], [-5.699, -0.008, 2.525], [-4.780, 2.161, 2.208], [-3.580, 1.728, 3.562], [-5.545, 2.200, 5.010], [-6.684, 2.149, 3.636], [-3.364, 4.241, 4.134], [-4.298, 3.544, 5.466], [-4.075, 6.654, 4.704], [-3.858, 5.913, 6.364], [-6.229, 6.966, 5.553], [-6.063, 5.794, 6.800], [-7.420, 5.415, 4.624], [-6.978, 4.031, 5.701], [-4.911, 4.368, 2.026], [-5.333, 5.817, 2.950], [-7.961, 5.206, 2.555], [-7.301, 3.912, 1.509], [-8.033, 5.982, 0.346], [-6.276, 5.744, 0.197], [-6.766, 6.960, 1.118], [-4.282, -5.118, -7.745], [-5.873, -5.607, -7.618], [-4.105, -5.185, -6.106], [-3.909, -6.633, -8.052], [-2.851, -4.546, -8.005], [-4.497, -5.047, -9.346], [-4.906, -3.602, -7.756], [5.134, -2.453, -9.320], [4.426, -3.714, -8.515], [6.592, -2.438, -8.608], [5.713, -3.521, -10.392], [5.709, -1.233, -10.367], [3.723, -2.322, -10.176], [4.694, -1.348, -8.204], [10.476, 2.966, -0.959], [11.287, 3.519, 0.353], [9.492, 1.954, -0.086], [9.394, 4.095, -0.821], [9.808, 2.604, -2.443], [11.545, 3.846, -1.809], [11.458, 1.705, -1.294], [-2.417, 2.203, -4.311], [-1.623, 1.827, -2.975], [-2.108, 0.686, -4.909], [-3.730, 1.682, -3.493], [-3.237, 2.589, -5.623], [-2.675, 3.707, -3.698], [-0.997, 2.719, -4.872], [0.709, -9.316, 1.456], [1.671, -10.070, 0.350], [-0.472, -10.420, 1.167], [1.309, -10.389, 2.573], [-0.226, -8.483, 2.485], [1.938, -8.275, 1.664], [0.244, -8.357, 0.176]],
  "mulliken_charge": [-0.993, 0.555, -0.454, -0.163, 0.429, 0.372, -0.864, 0.400, 0.323, 0.311, 0.344, 0.323, 0.415, -1.029, 0.629, -0.391, -0.227, 0.349, 0.385, -0.800, 0.346, 0.340, 0.351, 0.386, 0.336, 0.326, -0.920, -0.034, -0.913, -0.709, -0.475, -0.681, -0.480, 0.393, 0.416, 0.386, 0.391, 0.416, 0.364, 0.315, 0.313, 0.375, 0.316, 0.406, 0.398, 0.387, 0.336, -0.746, -0.250, -0.898, -0.932, -0.448, -0.446, -0.540, 0.352, 0.303, 0.394, 0.403, 0.393, 0.396, 0.430, 0.359, 0.396, 0.370, 0.426, 0.364, 0.350, 0.326, -1.357, -0.564, -0.229, -0.967, 0.363, -0.628, -0.724, -0.622, -0.449, -1.169, -0.104, -1.481, 0.352, 0.352, 0.389, 0.354, 0.328, 0.262, 0.294, 0.505, 0.369, 0.372, 0.470, 0.394, 0.362, 0.369, 0.364, 0.120, 0.492, 0.660, 0.397, 0.313, 0.289, 0.369, 0.390, 0.367, 1.146, -0.399, -0.366, -0.325, -0.319, -0.381, -0.357, 1.141, -0.355, -0.340, -0.349, -0.395, -0.348, -0.353, 1.127, -0.350, -0.374, -0.323, -0.377, -0.354, -0.348, 1.158, -0.371, -0.361, -0.367, -0.326, -0.382, -0.350, 1.145, -0.361, -0.356, -0.358, -0.339, -0.358, -0.372]
}

***

Record 8
{
  "formula": "C7H13NO",
  "method": "ωB97M-V/def2-TZVPD",
  "charge": 0,
  "smiles": "CC1=N[C@H](C(C)C)CO1",
  "largest_force_ev_per_a": 3.36,
  "lumo_ha": 0.0349,
  "de_lowest_kj_mol": 142.5,
  "gap_ha": 0.3698,
  "species": ["C", "C", "N", "C", "C", "C", "C", "C", "O", "H", "H", "H", "H", "H", "H", "H", "H", "H", "H", "H", "H", "H"],
  "coordinates": [[-2.764, -1.048, 0.402], [-1.553, -0.297, 0.001], [-0.429, -0.824, -0.310], [0.422, 0.182, -0.836], [1.764, 0.195, -0.148], [1.645, 0.525, 1.304], [2.392, -1.227, -0.257], [-0.307, 1.470, -0.499], [-1.603, 1.043, 0.047], [-2.892, -1.224, 1.492], [-2.720, -2.022, -0.086], [-3.672, -0.478, 0.072], [0.596, -0.148, -1.847], [2.318, 0.986, -0.692], [1.917, 1.618, 1.410], [0.582, 0.414, 1.668], [2.432, 0.088, 1.997], [3.541, -1.225, -0.004], [2.504, -1.697, -1.327], [1.988, -1.951, 0.515], [-0.504, 2.069, -1.449], [0.144, 2.196, 0.241]],
  "mulliken_charge": [-1.057, 0.702, -0.612, -0.092, 0.357, -1.290, -1.348, -0.557, -0.410, 0.250, 0.306, 0.297, 0.619, 0.312, 0.337, 0.229, 0.365, 0.369, 0.325, 0.316, 0.270, 0.313]
}